[1]
The following is a DFT calculation (ωB97M-V with the def2-TZVPD basis set) of 5 unconnected molecules or ions with the total composition C10H30O7 in a non-equilibrium geometry.

XYZ file:
```
47
Properties=species:S:1:pos:R:3:forces:R:3
C -2.380 1.324 -1.907 0.695 -1.123 0.545
C -2.695 0.525 -0.605 2.045 1.933 -1.773
C -2.371 1.281 0.637 1.752 -0.860 0.344
O -4.002 0.413 -0.659 -6.035 -1.024 -0.043
H -1.355 1.682 -1.805 0.066 0.091 -0.617
H -3.074 2.126 -2.157 -0.009 0.136 0.712
H -2.513 0.605 -2.715 0.438 0.089 -0.229
H -2.312 -0.494 -0.665 1.236 0.248 0.251
H -2.919 2.212 0.786 0.078 -0.075 -0.358
H -1.289 1.399 0.578 0.140 0.477 0.703
H -2.582 0.581 1.446 0.034 0.224 0.491
H -4.289 0.025 0.172 -0.495 -0.133 -0.005
C 1.615 2.770 0.736 0.053 0.142 0.121
C 2.222 1.446 0.423 0.494 -2.511 -0.068
C 3.688 1.276 0.862 -0.578 0.827 -0.851
O 1.514 0.416 1.146 0.068 0.928 0.147
H 0.525 2.766 0.736 -0.009 -0.036 -0.916
H 2.086 3.470 0.046 -0.412 0.581 0.365
H 1.784 2.995 1.789 0.673 0.377 0.055
H 2.129 1.124 -0.614 -0.111 0.447 -0.251
H 3.755 1.815 1.807 0.639 -0.189 0.082
H 4.321 1.700 0.082 0.336 0.347 0.311
H 3.965 0.225 0.942 -0.251 0.099 0.181
H 1.432 0.880 1.982 -0.656 -0.820 1.054
O 0.561 0.761 3.874 0.732 0.305 0.212
C -0.305 -0.380 3.929 0.330 1.923 0.384
C 0.221 -1.596 3.255 -1.639 -1.801 1.230
O 1.216 -2.382 3.974 0.204 1.468 -1.039
H 0.996 0.795 4.729 0.311 0.199 -0.151
H -0.566 -0.480 4.983 -0.010 -0.789 0.025
H -1.201 0.028 3.461 -0.251 -0.788 -0.411
H 0.388 -1.454 2.187 0.353 -0.077 0.302
H -0.635 -2.252 3.407 -0.536 -0.173 -0.878
H 1.892 -2.488 3.301 0.487 -0.252 0.329
O 0.165 -3.477 -4.131 0.714 -1.183 0.813
C -0.761 -2.536 -3.670 -0.725 1.230 -0.463
C -0.119 -1.173 -3.856 -1.485 1.878 -1.538
O 1.067 -0.974 -3.191 1.329 -0.311 1.085
H 0.256 -3.450 -5.087 -0.301 0.212 -0.041
H -1.709 -2.672 -4.192 -0.086 0.524 -0.493
H -1.098 -2.646 -2.639 0.951 -0.627 0.316
H -0.674 -0.253 -3.675 -0.936 -0.508 1.059
H 0.035 -0.900 -4.900 0.265 -1.008 -0.865
H 1.681 -1.639 -3.512 0.256 -0.207 0.177
O 0.149 -1.359 -0.315 -0.584 -0.646 -0.126
H 0.759 -0.870 0.237 0.205 0.469 0.319
H 0.428 -1.165 -1.211 0.226 -0.012 -0.495
```
Positions in Å, forces in eV/Å.

Values from the calculation:
Gap between HOMO and LUMO = 10.2777 eV
Relative energy (zero: lowest compared OMol25 entry of this formula, charge and spin) = 175.8 kJ/mol
LUMO energy = 0.02366 hartree
Maximum force = 6.1 eV Å⁻¹
HOMO energy = -9.634 eV

Here are the natural (NBO) charges for atoms 1 to 6, given in e: -0.6228, 0.0990, -0.6351, -0.7133, 0.1997, 0.2163

[2]
The following is a DFT calculation (ωB97M-V with the def2-TZVPD basis set) of a molecular structure, C10H31CaO21P3S2 in a non-equilibrium geometry.

XYZ file:
```
68
Properties=species:S:1:pos:R:3:forces:R:3
Ca -0.213 0.934 0.167 -1.053 0.749 -0.018
S 0.112 3.601 -1.094 -1.167 0.931 1.059
O 0.629 4.050 -2.389 0.337 0.265 -0.515
O -1.069 2.728 -1.246 0.006 -0.784 -1.198
O 1.139 2.719 -0.435 1.186 -0.502 0.248
O -0.254 4.693 -0.185 0.824 0.398 -0.367
S -2.912 1.521 1.249 0.167 2.632 -1.884
O -3.391 1.057 2.547 -0.301 -0.273 0.808
O -1.673 2.349 1.344 0.529 -0.294 1.722
O -2.475 0.380 0.408 0.023 -1.949 -0.521
O -3.858 2.351 0.480 -0.918 -0.824 0.747
C 2.719 -0.038 -1.426 0.481 0.780 -0.252
O 2.085 -0.026 -0.157 0.641 -0.375 0.042
H 2.761 1.008 -1.738 -0.298 -0.102 -0.216
H 3.766 -0.367 -1.395 -0.079 -0.194 0.320
H 2.191 -0.646 -2.159 -0.177 0.008 0.087
H 2.531 -0.659 0.410 -0.316 -0.101 0.103
C -0.001 -2.590 3.334 -0.215 0.375 0.772
O 0.156 -3.472 2.221 0.024 -0.031 -0.883
P -0.137 -2.907 0.752 -0.558 0.243 0.238
O -0.274 -1.457 0.663 0.402 -1.172 -0.035
O -1.413 -3.795 0.359 0.453 0.211 0.416
C -1.837 -3.804 -1.001 -0.199 0.886 -0.441
O 1.027 -3.517 -0.179 -0.180 0.122 0.476
C 1.253 -4.914 -0.087 -0.530 -0.963 -0.363
H -0.602 -1.714 3.089 0.136 0.021 -0.166
H 0.972 -2.274 3.711 0.047 0.057 -0.226
H -0.501 -3.130 4.139 -0.025 -0.175 -0.183
H -1.614 -2.863 -1.512 0.384 -0.022 0.111
H -2.926 -3.830 -1.033 0.044 -0.530 0.201
H -1.353 -4.629 -1.522 -0.218 -0.095 -0.085
H 2.197 -5.141 0.400 0.057 0.166 0.083
H 1.226 -5.385 -1.074 0.392 0.481 -0.219
H 0.437 -5.443 0.413 0.119 0.276 0.446
C 0.563 3.740 2.564 0.483 0.424 -0.915
O 0.678 2.957 3.787 -0.075 -0.762 0.579
P 1.050 1.422 3.656 -0.360 1.590 -0.231
O 0.583 0.828 2.396 0.858 -0.675 0.390
O 0.509 0.708 4.964 0.507 0.533 0.005
C -0.926 0.709 5.128 -0.445 -0.498 -0.253
O 2.637 1.407 3.911 -0.703 -0.694 -0.182
C 3.469 1.671 2.761 0.397 -0.589 0.648
H 1.037 3.215 1.733 -0.393 0.008 -0.052
H 1.141 4.663 2.657 -0.119 -0.018 0.528
H -0.471 3.946 2.305 0.008 -0.263 0.103
H -1.282 1.532 5.747 0.331 0.217 -0.136
H -1.171 -0.221 5.642 0.037 -0.021 -0.067
H -1.429 0.727 4.154 -0.143 0.128 0.067
H 4.069 2.536 3.036 -0.155 0.260 -0.472
H 2.914 1.745 1.827 -0.058 0.365 0.042
H 4.153 0.821 2.682 -0.016 0.001 -0.102
C -1.275 -1.881 -5.287 0.891 -0.215 -0.074
O -0.937 -1.686 -3.918 0.012 0.176 0.505
P -0.633 -0.216 -3.348 -0.303 1.365 -1.054
O -0.331 -0.175 -1.924 0.395 -1.034 -0.135
O 0.529 0.266 -4.344 -0.761 -0.798 0.295
C 1.008 1.607 -4.155 0.338 0.863 0.794
O -1.864 0.684 -3.763 0.477 -0.412 -0.222
C -2.830 1.001 -2.738 -1.656 -0.362 0.941
H -0.547 -2.600 -5.676 -0.070 0.011 -0.082
H -1.145 -0.960 -5.852 -0.364 0.012 -0.058
H -2.262 -2.326 -5.392 -0.176 0.310 0.143
H 0.724 2.054 -3.192 -0.196 -0.186 -0.186
H 0.629 2.284 -4.920 -0.001 -0.252 -0.145
H 2.098 1.584 -4.141 -0.044 -0.103 -0.316
H -3.848 0.753 -3.068 0.268 0.079 -0.681
H -2.809 2.043 -2.436 0.512 -0.048 -0.062
H -2.731 0.372 -1.849 0.505 0.376 0.081
```
Positions in Å, forces in eV/Å.

Values from the calculation:
Gap between HOMO and LUMO = 4.7633 eV
Relative energy (zero: lowest compared OMol25 entry of this formula, charge and spin) = 0.0 kJ/mol
LUMO energy = 0.13725 hartree
Maximum force = 3.2 eV Å⁻¹
HOMO energy = -1.029 eV
Charge = -2

Here are the natural (NBO) charges for atoms 1 to 6, given in e: 1.7808, 2.5923, -1.0905, -1.1269, -1.1986, -1.0642

[3]
The following is a DFT calculation (ωB97M-V with the def2-TZVPD basis set) of a molecular structure, C10H32AgF2N5O10S2 in a non-equilibrium geometry.

XYZ file:
```
62
Properties=species:S:1:pos:R:3:forces:R:3
Ag -0.843 3.523 -2.674 -0.041 -0.364 0.111
N 1.538 2.292 -0.452 -0.166 1.391 3.647
S 2.467 1.146 -0.114 6.663 -5.909 -6.323
O 1.818 -0.172 0.027 -0.744 0.467 2.515
O 3.853 1.224 0.403 -4.024 0.267 0.280
F 2.771 0.861 -1.639 0.711 0.617 -0.644
S 1.585 2.822 1.193 -3.181 4.372 3.556
O 2.703 3.618 1.610 -1.158 -0.830 -1.668
O 1.052 1.894 2.163 0.614 0.345 -2.079
F 0.352 3.843 0.854 1.196 -0.708 0.574
C 3.450 -5.503 2.545 -0.282 -1.205 1.028
C 2.092 -4.826 2.293 0.586 1.128 0.563
O 1.689 -5.006 0.963 -0.097 0.220 -1.176
H 4.268 -5.305 1.852 -0.592 0.272 -0.522
H 3.294 -6.580 2.593 -0.061 -0.210 -0.641
H 3.943 -5.395 3.512 -0.531 0.848 0.401
H 2.148 -3.748 2.443 0.503 0.289 0.294
H 1.204 -5.051 2.884 0.596 -0.975 0.695
H 1.775 -4.120 0.603 -0.131 -0.359 -0.644
C 7.320 4.996 -0.727 -0.691 0.325 1.017
C 6.115 5.512 -1.518 1.173 -1.258 -1.392
O 5.495 6.578 -0.891 -0.571 0.692 0.436
H 7.699 4.000 -0.955 -0.001 0.207 -0.449
H 6.979 4.956 0.307 -0.036 -0.283 0.273
H 8.106 5.749 -0.670 0.142 -0.141 -0.479
H 5.363 4.753 -1.733 0.047 -0.589 0.252
H 6.443 5.787 -2.521 0.038 0.521 0.004
H 4.910 6.147 -0.263 -0.112 0.504 0.359
C 2.072 -3.208 -5.454 -0.144 0.224 0.242
C 0.862 -2.743 -6.274 0.557 -1.363 -0.125
O 1.131 -2.934 -7.670 0.196 0.622 0.484
H 3.067 -2.885 -5.760 -0.238 0.195 -0.616
H 2.094 -4.296 -5.387 0.012 0.068 0.045
H 1.970 -2.776 -4.458 -0.147 -0.281 0.275
H 0.550 -1.750 -5.949 0.120 0.392 -0.593
H 0.055 -3.428 -6.014 -0.275 0.098 0.220
H 0.309 -2.986 -8.163 -0.089 0.048 0.077
C -7.366 1.875 2.760 -0.174 0.641 -0.389
C -6.762 3.263 2.455 -0.777 0.283 0.308
O -5.367 3.268 2.230 0.702 -0.330 -0.128
H -7.129 1.478 3.747 0.519 0.124 -0.112
H -7.108 1.163 1.977 0.150 -0.085 0.111
H -8.455 1.937 2.775 -0.106 0.210 -0.174
H -6.984 3.974 3.251 0.091 -0.219 0.415
H -7.175 3.775 1.587 -0.744 -0.537 -0.184
H -5.274 3.474 1.296 0.341 -0.103 0.157
C -3.461 -0.836 -2.125 4.896 1.185 -2.458
O -2.540 -0.041 -2.498 -0.565 -1.045 1.357
N -3.344 -2.141 -1.942 1.107 -2.150 0.571
N -4.678 -0.467 -2.111 -4.648 1.758 0.447
H -2.460 -2.627 -1.995 -0.241 0.278 -0.004
H -4.175 -2.675 -1.731 0.527 -0.117 0.108
H -5.352 -1.217 -2.175 -0.555 0.935 0.067
H -4.873 0.504 -2.308 -0.362 -0.493 -0.079
C -2.677 -1.857 4.993 -0.673 -2.597 1.486
O -3.170 -2.729 5.658 -1.391 -1.085 0.896
N -1.399 -1.704 4.913 5.775 -0.106 0.774
N -3.235 -1.018 4.193 -3.348 3.740 -3.027
H -0.959 -0.981 4.362 0.095 -0.465 0.306
H -0.856 -2.289 5.531 0.172 0.326 -0.241
H -4.238 -0.926 4.127 0.265 0.029 0.230
H -2.663 -0.194 4.073 -0.897 0.186 -0.434
```
Positions in Å, forces in eV/Å.

Values from the calculation:
Gap between HOMO and LUMO (spin up / spin down) = 4.1460 / 2.2299 eV
Spin multiplicity = 2
LUMO energy (spin up / spin down) = -0.26363 / -0.33405 hartree
Maximum force = 10.9 eV Å⁻¹
HOMO energy (spin up / spin down) = -11.320 / -11.320 eV
Charge = +1

Here are the natural (NBO) charges for atoms 1 to 6, given in e: 0.9937, -0.8741, 2.2910, -0.5049, -0.6399, -0.4900

[4]
The following is a DFT calculation (ωB97M-V with the def2-TZVPD basis set) of 6 unconnected molecules or ions with the total composition C10H32O6 in a non-equilibrium geometry.

XYZ file:
```
48
Properties=species:S:1:pos:R:3:forces:R:3
C -0.978 1.490 -7.228 0.354 -0.353 0.469
C -0.283 1.227 -5.894 0.134 -0.174 0.484
O 0.299 -0.097 -5.690 -0.871 1.012 -0.747
H -1.082 2.563 -7.388 -0.007 0.027 0.115
H -1.976 1.055 -7.178 0.129 -0.178 -0.534
H -0.359 1.108 -8.040 -0.294 -0.159 -0.250
H -1.056 1.346 -5.135 0.391 0.058 0.338
H 0.528 1.940 -5.749 -0.111 0.234 0.159
H 0.693 -0.275 -6.547 0.277 -0.471 -0.003
C 7.834 -2.563 0.651 0.743 -0.703 -0.632
C 6.670 -2.822 -0.299 0.549 -1.298 0.777
O 5.777 -1.783 -0.217 -1.423 1.732 -0.328
H 7.474 -2.481 1.677 0.038 0.399 -0.145
H 8.446 -1.727 0.312 -0.396 0.529 0.290
H 8.580 -3.357 0.644 -0.216 -0.495 -0.012
H 6.092 -3.678 0.049 0.238 -0.322 0.037
H 6.929 -3.040 -1.336 0.453 0.047 -0.045
H 6.035 -1.095 -0.835 -0.016 0.138 0.073
C -5.811 -2.279 3.722 0.359 0.902 0.183
C -4.341 -1.820 3.680 -0.750 -0.215 -0.310
O -3.792 -2.297 2.459 0.075 -0.446 0.071
H -5.920 -3.327 3.441 0.155 0.111 -0.112
H -6.417 -1.634 3.085 -0.052 -0.274 -0.226
H -6.204 -2.157 4.731 0.028 -0.044 0.098
H -3.871 -2.197 4.588 0.551 -0.259 -0.150
H -4.218 -0.737 3.672 -0.418 0.187 0.324
H -2.940 -1.889 2.288 0.060 0.042 0.105
C -5.247 1.686 -1.262 -0.129 0.084 0.654
C -4.934 2.868 -0.350 0.033 0.298 0.380
O -6.029 3.782 -0.383 -0.183 0.197 -0.367
H -6.016 1.062 -0.807 -0.232 0.171 -0.014
H -4.419 0.997 -1.428 0.258 0.367 -0.065
H -5.633 2.078 -2.203 0.141 -0.112 -0.052
H -4.035 3.428 -0.610 0.269 -0.271 -0.560
H -4.805 2.662 0.713 0.204 -0.961 0.020
H -5.679 4.578 0.025 -0.356 0.219 0.008
C 2.531 1.798 3.935 0.221 0.610 1.079
C 3.697 0.923 4.311 -1.097 -0.438 -0.023
O 3.416 -0.379 3.817 0.777 -0.355 -0.111
H 2.725 2.717 4.489 -0.063 0.797 -0.791
H 1.579 1.493 4.371 0.073 -0.617 -0.251
H 2.467 1.858 2.849 -0.157 0.509 0.145
H 3.794 0.849 5.394 0.144 -0.004 -0.014
H 4.609 1.338 3.880 0.215 -0.094 0.109
H 3.745 -0.368 2.916 -0.098 -0.426 -0.160
O 0.402 -0.910 -0.801 -0.186 0.062 0.174
H 0.400 -0.925 -1.758 -0.050 -0.009 -0.293
H 1.324 -1.010 -0.561 0.233 -0.053 0.104
```
Positions in Å, forces in eV/Å.

Values from the calculation:
Gap between HOMO and LUMO = 10.4105 eV
Relative energy (zero: lowest compared OMol25 entry of this formula, charge and spin) = 180.8 kJ/mol
LUMO energy = 0.01346 hartree
Maximum force = 2.3 eV Å⁻¹
HOMO energy = -10.044 eV

Here are the natural (NBO) charges for atoms 1 to 6, given in e: -0.6368, -0.0677, -0.7172, 0.2196, 0.2145, 0.1991